{
  "formula": "C21H50BrN3O",
  "method": "ωB97M-V/def2-TZVPD",
  "elements": ["C", "C", "C", "N", "C", "C", "C", "C", "C", "H", "H", "H", "H", "H", "H", "H", "H", "H", "H", "H", "H", "H", "H", "H", "H", "H", "H", "C", "C", "C", "N", "C", "C", "C", "C", "C", "H", "H", "H", "H", "H", "H", "H", "H", "H", "H", "H", "H", "H", "H", "H", "H", "H", "H", "C", "N", "C", "C", "C", "C", "O", "H", "H", "H", "H", "H", "H", "H", "H", "H", "H", "H", "H", "H", "H", "Br"],
  "positions_angstrom": [[2.417, -13.992, 18.946], [2.860, -14.935, 17.896], [4.109, -14.494, 17.139], [4.344, -15.368, 15.831], [3.236, -15.138, 14.816], [5.739, -14.916, 15.226], [6.615, -16.254, 15.019], [6.009, -17.211, 15.972], [4.484, -16.958, 16.026], [3.261, -13.884, 19.628], [1.435, -14.111, 19.403], [2.357, -12.966, 18.582], [2.012, -15.121, 17.237], [3.016, -15.858, 18.455], [4.957, -14.633, 17.811], [4.078, -13.487, 16.722], [2.937, -14.092, 14.878], [2.401, -15.773, 15.112], [3.631, -15.346, 13.822], [5.601, -14.427, 14.261], [6.340, -14.245, 15.840], [6.689, -16.631, 13.999], [7.642, -16.141, 15.366], [6.141, -18.199, 15.531], [6.385, -17.231, 16.995], [3.948, -17.444, 15.211], [3.946, -17.325, 16.899], [4.305, -14.738, 22.113], [4.776, -13.992, 20.870], [6.204, -13.400, 20.996], [6.520, -12.358, 19.840], [7.819, -11.606, 19.948], [5.475, -11.254, 19.681], [4.642, -11.574, 18.436], [5.608, -12.390, 17.596], [6.408, -13.225, 18.595], [4.474, -14.290, 23.092], [4.671, -15.764, 22.149], [3.219, -14.757, 22.195], [4.040, -13.254, 20.549], [4.787, -14.787, 20.125], [7.049, -14.086, 21.068], [6.307, -12.866, 21.941], [7.732, -10.897, 20.771], [8.024, -11.232, 18.945], [8.713, -12.187, 20.173], [5.897, -10.253, 19.602], [4.906, -11.172, 20.607], [4.333, -10.657, 17.935], [3.715, -12.101, 18.663], [6.229, -11.760, 16.959], [5.273, -13.028, 16.778], [7.418, -13.472, 18.267], [5.923, -14.201, 18.578], [8.992, -15.495, 16.178], [8.686, -15.987, 17.592], [7.988, -17.343, 17.385], [9.927, -16.184, 18.360], [7.636, -15.157, 18.342], [7.754, -15.322, 19.859], [8.713, -14.620, 20.578], [9.728, -14.693, 16.125], [8.028, -15.147, 15.808], [9.382, -16.354, 15.632], [8.676, -18.082, 16.972], [7.199, -17.103, 16.672], [7.606, -17.616, 18.368], [9.960, -16.898, 19.183], [10.344, -15.191, 18.527], [10.642, -16.640, 17.675], [6.625, -15.342, 17.978], [7.856, -14.163, 17.953], [7.762, -16.382, 20.115], [6.894, -14.852, 20.335], [8.882, -14.961, 21.460], [7.388, -13.229, 16.498]],
  "forces_ev_per_a": [[0.235, 2.353, 0.426], [-0.855, -0.999, -0.664], [-2.174, -2.935, -1.452], [1.027, -0.731, -0.051], [0.340, 0.283, 0.957], [-1.139, -3.481, -1.988], [-1.510, 1.194, -0.152], [-7.200, -1.682, -1.923], [0.148, 1.221, -0.613], [-1.742, -0.615, -0.258], [0.307, -0.816, 0.140], [-0.500, -0.116, -0.536], [0.143, -0.068, -0.330], [0.354, -0.456, -0.426], [-0.777, -0.266, -1.104], [-1.381, -1.096, 0.351], [-0.001, -0.027, -0.117], [0.019, 0.094, -0.377], [-0.209, -0.225, 0.181], [-0.412, 0.000, 0.106], [-2.291, -1.488, -0.496], [-0.516, 0.037, 0.016], [-1.897, -0.926, -1.770], [0.150, -0.429, 0.640], [-5.530, -0.185, -0.407], [0.153, 0.433, -0.365], [0.323, 0.495, 0.361], [-0.604, 0.120, 1.048], [1.545, -0.309, 0.776], [-0.984, 3.201, 1.487], [-1.309, -1.562, 1.230], [0.766, -0.919, -0.021], [-1.354, 0.150, 0.499], [-0.499, -0.008, 0.290], [-1.297, 2.849, 1.204], [-1.863, 4.179, 1.161], [0.863, 0.360, -0.144], [0.008, 0.069, -0.004], [-0.193, -0.365, -0.742], [0.952, 0.358, 0.786], [0.049, 0.168, -0.415], [-0.723, 2.262, 1.237], [-0.415, 0.495, 0.023], [-0.174, 0.316, -0.503], [-0.293, 0.713, 0.251], [-0.489, -0.743, 0.131], [0.727, -0.438, -0.249], [-0.144, -0.349, 0.022], [0.147, 0.029, 0.004], [0.459, 0.221, 0.232], [-0.761, 1.342, 1.542], [0.158, 1.803, 1.206], [-3.322, 4.996, 4.029], [-0.026, 1.540, 2.257], [1.606, 0.173, 1.289], [-0.687, -2.568, 0.082], [4.689, 0.998, 1.244], [1.776, 0.451, -1.149], [4.380, -2.418, 0.895], [-1.142, -2.105, -0.195], [2.154, 1.034, -0.856], [-0.115, -0.084, 0.479], [2.477, 1.045, 0.617], [0.126, -0.153, 0.087], [0.216, -0.007, 0.329], [6.150, -0.133, 1.036], [-0.127, -0.383, -0.143], [-0.918, 0.565, 0.306], [-0.039, -0.169, 0.745], [-0.065, -0.031, -0.325], [0.869, -1.070, -0.158], [3.275, -5.068, -0.502], [0.049, -0.194, 0.052], [-0.813, -3.077, -2.616], [0.005, -0.469, -0.025], [9.839, 3.616, -8.678]],
  "lowdin_charge": [-0.10, -0.20, -0.10, -0.17, 0.02, -0.11, -0.12, -0.22, 0.00, 0.01, 0.11, 0.08, 0.12, 0.12, 0.08, 0.11, 0.11, 0.10, 0.11, 0.13, -0.19, 0.15, 0.03, 0.17, 0.06, 0.13, 0.12, -0.06, -0.22, -0.07, -0.15, 0.04, -0.07, -0.10, -0.41, -0.34, 0.09, 0.09, 0.09, 0.09, 0.10, 0.07, 0.15, 0.12, 0.12, 0.10, 0.14, 0.14, 0.14, 0.07, 0.03, 0.02, -0.08, 0.06, -0.09, -0.27, 0.00, 0.00, -0.18, -0.23, -0.03, 0.11, -0.03, 0.13, 0.14, -0.07, 0.13, 0.12, 0.12, 0.11, 0.12, -0.08, 0.14, 0.04, 0.14, 0.95],
  "charge": 2,
  "de_lowest_kcal_mol": 538.9,
  "max_force_ev_per_a": 13.6,
  "e_homo_ev": -12.8,
  "e_tot_ha": -3642.270301,
  "spin_multiplicity": 1
}